(1)
# C49H66N4O2SSi2

A structure of composition C49H66N4O2SSi2 (ωB97M-V/def2-TZVPD, the Open Molecules 2025 dataset).

Values from the calculation:
Kohn-Sham gap = 8.2280 eV

```
124
Properties=species:S:1:pos:R:3:lowdin_charge:R:1
C 5.2315 -1.0213 5.4724 -0.1303
N 4.0704 -1.0482 4.5675 -0.0924
C 4.4402 -1.5432 3.2276 -0.1736
C 3.8544 -0.7274 2.0710 -0.0669
C 4.3757 0.6407 1.7866 -0.1423
C 5.4579 1.1677 2.7194 -0.0899
C 6.8710 0.5576 2.5360 -0.3384
O 7.7776 1.5276 3.1146 -0.0564
C 7.3345 0.3080 1.0770 -0.1971
N 8.2285 -0.8959 1.0747 0.0007
C 3.9236 1.4086 0.7495 -0.1324
Si 4.5115 3.1635 0.2874 0.5758
C 3.3190 4.4884 0.9504 -0.1739
C 4.3765 3.2896 -1.6117 -0.1950
C 6.3167 3.5582 0.6665 -0.1689
C 2.8662 0.8274 -0.0439 -0.3172
N 2.2112 1.3269 -1.0655 -0.2384
S 1.0751 0.3170 -1.6238 1.0156
N 1.3597 -0.8769 -0.5360 -0.1982
C 2.3284 -0.5023 0.2496 -0.3001
C 2.8684 -1.2877 1.3288 -0.1166
C 2.2454 -2.6542 1.5187 -0.0890
C 0.7563 -2.5719 1.9969 -0.2415
O 0.4562 -1.3272 2.6244 -0.2118
Si -1.1245 -0.7797 2.4438 0.4439
C -2.4200 -2.1415 2.2080 -0.1531
C -1.3656 0.4556 1.0400 -0.1729
C -1.6044 0.1296 4.0398 -0.1612
H 5.7221 -0.0318 5.5154 0.0743
H 5.9949 -1.7540 5.1803 0.0806
H 4.9464 -1.2803 6.5049 0.0724
H 3.6573 -0.1253 4.5164 0.0970
H 5.5307 -1.5714 3.0594 0.0994
H 4.1304 -2.5933 3.1851 0.1008
H 5.5581 2.2553 2.7317 0.0957
H 5.1483 0.8916 3.7364 0.0889
H 7.0414 -0.3667 3.1035 0.1140
H 8.6589 1.1520 2.9796 0.0905
H 7.9883 1.1439 0.8013 0.1012
H 6.5249 0.1713 0.3489 0.1144
H 9.0458 -0.6496 0.5234 0.0592
H 7.7881 -1.6604 0.5725 0.0621
H 2.2827 4.2017 0.7139 0.0301
H 3.4616 4.7132 2.0138 0.0253
H 3.5137 5.3764 0.3245 0.0324
H 4.7846 2.3368 -1.9956 0.0312
H 3.3462 3.4021 -1.9556 0.0154
H 5.0501 4.0838 -1.9637 0.0281
H 6.5476 3.7799 1.7131 0.0342
H 6.5413 4.4842 0.1057 0.0407
H 6.9492 2.7835 0.2241 0.0182
H 2.8253 -3.3473 2.1303 0.0980
H 2.1932 -3.1088 0.5140 0.1174
H 0.1298 -2.6473 1.0914 0.0898
H 0.5256 -3.4521 2.6175 0.1213
H -2.8920 -2.4868 3.1399 0.0228
H -3.2391 -1.6861 1.6216 0.0342
H -2.0788 -3.0068 1.6231 0.0263
H -0.6325 1.2707 1.1352 0.0350
H -1.3552 -0.0008 0.0409 -0.0076
H -2.3614 0.9216 1.1447 0.0364
H -2.6879 0.3071 4.0587 0.0340
H -1.0864 1.1000 4.0508 0.0295
H -1.2805 -0.4841 4.8928 0.0246
C -1.9905 -0.6204 -5.1936 -0.0906
C -3.1150 -0.0799 -5.8037 -0.0922
C -4.1764 0.3708 -5.0294 -0.0988
C -4.1096 0.2899 -3.6451 -0.0860
C -2.9847 -0.2469 -3.0352 -0.0880
C -1.9276 -0.7056 -3.8091 -0.1045
H -1.1633 -0.9750 -5.7963 0.1015
H -3.1646 -0.0101 -6.8835 0.1016
H -5.0562 0.7867 -5.5049 0.0961
H -4.9362 0.6460 -3.0413 0.0855
H -2.9323 -0.3085 -1.9546 0.0908
H -1.0521 -1.1300 -3.3318 0.0727
C -6.4281 1.9869 -0.7119 -0.1018
C -7.2918 2.1424 -1.7886 -0.1006
C -8.5898 1.6561 -1.7140 -0.0921
C -9.0277 1.0222 -0.5590 -0.0952
C -8.1657 0.8699 0.5186 -0.0952
C -6.8647 1.3484 0.4410 -0.0949
H -5.4139 2.3636 -0.7714 0.1011
H -6.9521 2.6428 -2.6875 0.0805
H -9.2610 1.7718 -2.5561 0.1006
H -10.0416 0.6469 -0.4989 0.1005
H -8.5081 0.3768 1.4199 0.1007
H -6.1910 1.2248 1.2799 0.0986
C -6.2861 4.8412 -7.9210 -0.0970
C -7.2774 4.7411 -6.9544 -0.0968
C -6.9865 4.1832 -5.7167 -0.0948
C -5.7015 3.7341 -5.4431 -0.1060
C -4.7090 3.8372 -6.4083 -0.0971
C -5.0021 4.3870 -7.6488 -0.0940
H -6.5138 5.2734 -8.8874 0.0999
H -8.2779 5.0975 -7.1660 0.1001
H -7.7617 4.0992 -4.9645 0.0958
H -5.4726 3.3026 -4.4759 0.0844
H -3.7066 3.4875 -6.1929 0.1020
H -4.2295 4.4628 -8.4037 0.1004
C 2.4636 -4.2836 -5.1963 -0.0978
C 1.6813 -3.7435 -4.1841 -0.0933
C 2.2221 -2.8065 -3.3134 -0.1055
C 3.5419 -2.4025 -3.4603 -0.0930
C 4.3232 -2.9398 -4.4745 -0.0969
C 3.7855 -3.8833 -5.3401 -0.0988
H 2.0432 -5.0167 -5.8736 0.0997
H 0.6491 -4.0535 -4.0732 0.1005
H 1.6157 -2.3899 -2.5199 0.0533
H 3.9613 -1.6675 -2.7827 0.0975
H 5.3526 -2.6234 -4.5904 0.0993
H 4.3965 -4.3060 -6.1278 0.0994
C -4.2080 -4.8464 5.8230 -0.0972
C -4.8890 -4.2864 6.8956 -0.0981
C -4.2451 -3.3859 7.7342 -0.0975
C -2.9224 -3.0383 7.4944 -0.0960
C -2.2436 -3.5966 6.4200 -0.1014
C -2.8835 -4.5027 5.5869 -0.1070
H -4.7093 -5.5509 5.1709 0.0999
H -5.9227 -4.5524 7.0787 0.0994
H -4.7748 -2.9540 8.5742 0.0996
H -2.4212 -2.3322 8.1447 0.1005
H -1.2119 -3.3247 6.2314 0.1006
H -2.3502 -4.9408 4.7520 0.0995
```

(2)
# C49H67N9O2P2Ti

A structure of composition C49H67N9O2P2Ti (ωB97M-V/def2-TZVPD, the Open Molecules 2025 dataset).

Values from the calculation:
Kohn-Sham gap (spin up / spin down) = 5.8621 / 5.6788 eV
energy above the lowest of the compared OMol25 structures with the same formula, charge and spin = 50.4 kcal/mol
net charge = +1
<S²> = 0.77
spin multiplicity = 2

```
130
Properties=species:S:1:pos:R:3:mulliken_spin:R:1
Ti 0.1743 -0.2088 -0.3101 0.0350
C 3.5458 -4.2589 1.0455 -0.0031
C 2.6268 -3.5270 0.0694 -0.0054
C 2.8493 -4.0375 -1.3581 0.0075
P 2.6278 -1.6475 0.1095 0.0205
C 4.2354 -1.0430 -0.6475 0.0048
C 5.5182 -1.8467 -0.4433 0.0038
C 4.4206 0.4078 -0.1876 0.0095
C 2.7894 -1.3079 1.8808 -0.0083
C 3.9022 -1.5918 2.6680 0.0073
C 3.9441 -1.3119 4.0250 0.0026
C 5.1533 -1.6627 4.8504 0.0000
C 2.8220 -0.7114 4.5827 -0.0007
C 1.7100 -0.4103 3.8215 0.0037
C 1.6548 -0.7097 2.4467 0.0157
N 0.5403 -0.3976 1.6500 0.0054
C -0.6467 -0.1487 2.3845 0.0032
C -1.1612 -1.0865 3.2809 -0.0021
C -2.3023 -0.8022 4.0084 -0.0032
C -2.9724 0.4075 3.8445 0.0012
C -4.2079 0.7316 4.6411 -0.0001
C -2.4523 1.3377 2.9483 -0.0011
C -1.2862 1.0858 2.2366 0.0042
P -0.2916 2.2621 1.2294 -0.0172
C -1.5916 3.5581 0.8012 0.0067
C -1.5948 4.8469 1.6175 0.0000
C -1.5080 3.8905 -0.6951 -0.0028
C 0.7967 2.8211 2.6874 0.0004
C 1.9333 3.7800 2.3107 0.0001
C 0.1023 3.3369 3.9502 -0.0001
H 3.3371 -5.3286 0.9732 0.0000
H 4.5976 -4.1106 0.8010 0.0010
H 3.3727 -3.9592 2.0763 0.0004
H 1.5947 -3.7595 0.3611 0.0030
H 3.7647 -3.6332 -1.7935 0.0000
H 2.9316 -5.1265 -1.3538 0.0003
H 2.0180 -3.7625 -1.9984 -0.0068
H 4.0249 -1.0317 -1.7204 -0.0047
H 5.8096 -1.9011 0.6033 -0.0008
H 5.4395 -2.8571 -0.8413 0.0003
H 6.3260 -1.3407 -0.9764 -0.0004
H 4.6621 0.4489 0.8754 -0.0005
H 5.2326 0.8809 -0.7431 -0.0001
H 3.5090 0.9801 -0.3548 -0.0052
H 4.7688 -2.0571 2.2212 0.0009
H 5.5410 -2.6419 4.5675 0.0000
H 5.9562 -0.9363 4.7074 0.0001
H 4.9104 -1.6831 5.9118 0.0000
H 2.8134 -0.4683 5.6391 0.0001
H 0.8664 0.0596 4.3063 0.0000
H -0.6495 -2.0333 3.4078 0.0070
H -2.6854 -1.5358 4.7083 0.0000
H -4.4376 -0.0603 5.3521 0.0000
H -4.0747 1.6600 5.1983 0.0001
H -5.0686 0.8623 3.9830 0.0001
H -2.9635 2.2887 2.8425 -0.0001
H -2.5383 3.0359 0.9560 0.0013
H -0.6204 5.3368 1.5904 0.0000
H -2.3243 5.5375 1.1883 0.0001
H -1.8736 4.6744 2.6546 0.0000
H -0.6559 4.5350 -0.9092 0.0007
H -1.4070 2.9865 -1.2946 0.0022
H -2.4155 4.4137 -1.0058 0.0000
H 1.2634 1.8686 2.9422 0.0004
H 1.5799 4.6363 1.7345 0.0000
H 2.3948 4.1612 3.2237 0.0000
H 2.7221 3.2797 1.7505 -0.0001
H -0.1338 4.3959 3.8706 0.0000
H -0.8035 2.7840 4.1880 -0.0001
H 0.7884 3.2228 4.7930 0.0000
C 1.7014 5.0382 -2.2953 0.0062
C 2.1258 4.4727 -1.1042 -0.0036
C 1.9981 3.1101 -0.8849 0.0048
C 1.4554 2.2654 -1.8499 -0.0116
C 1.0561 2.8490 -3.0626 0.0113
C 1.1666 4.2121 -3.2753 -0.0027
N 1.3650 0.8699 -1.6212 0.0390
C 1.8199 0.0785 -2.6555 0.1028
C 2.8219 0.4457 -3.5721 -0.0569
C 3.1877 -0.4023 -4.5946 0.0842
C 2.5649 -1.6446 -4.7526 -0.0283
C 1.6143 -2.0505 -3.8452 0.1020
C 1.2636 -1.2164 -2.7743 -0.0869
N 0.3794 -1.5297 -1.7791 0.3051
N -0.0747 -2.7805 -1.7274 0.2512
C -0.8712 -2.9794 -0.6753 -0.0199
C -1.2774 -4.2913 -0.3144 0.0375
C -2.1948 -4.4483 0.6950 0.0031
C -2.7864 -3.3063 1.2591 0.0758
C -2.2971 -2.0657 0.9043 -0.0242
N -1.2825 -1.8954 0.0458 0.0938
H 1.8029 6.1007 -2.4712 0.0004
H 2.5750 5.0997 -0.3434 -0.0004
H 2.3799 2.6640 0.0173 0.0009
H 0.6978 2.2162 -3.8626 0.0012
H 0.8497 4.6317 -4.2219 0.0001
H 3.3077 1.4053 -3.4601 -0.0034
H 3.9686 -0.1018 -5.2815 0.0027
H 2.8399 -2.2872 -5.5783 0.0005
H 1.1251 -3.0108 -3.9353 0.0021
H -0.8014 -5.1303 -0.8070 0.0026
H -2.4865 -5.4368 1.0300 -0.0001
H -3.5758 -3.3886 1.9924 0.0033
H -2.7418 -1.1707 1.3128 0.0029
N -1.2168 0.6256 -3.4603 0.0102
C -2.5130 0.1906 -2.9793 0.0050
C -3.6291 1.0277 -3.6766 -0.0021
C -5.1441 0.6610 -3.7335 0.0003
C -5.5962 -0.7256 -3.3199 0.0001
N -5.0328 -1.7437 -4.2074 -0.0001
C -4.7263 -2.9657 -3.8147 0.0023
N -5.1693 -3.4056 -2.6458 -0.0003
N -4.0149 -3.7796 -4.6034 -0.0004
C -2.5261 0.2889 -1.4280 -0.0028
O -3.5666 0.0679 -0.8309 0.0034
O -1.4130 0.6471 -0.8597 -0.0059
H -1.0605 1.5997 -3.2271 0.0061
H -1.1461 0.5261 -4.4658 0.0006
H -2.5940 -0.8720 -3.2163 0.0022
H -3.2885 1.1298 -4.7087 -0.0001
H -3.5526 2.0265 -3.2420 -0.0002
H -5.5004 0.8332 -4.7527 0.0000
H -5.6944 1.3544 -3.0988 0.0000
H -6.6868 -0.7802 -3.3628 0.0000
H -5.2604 -0.8932 -2.2983 -0.0003
H -4.7653 -1.4459 -5.1318 0.0000
H -5.5858 -2.7509 -2.0045 -0.0006
H -4.7504 -4.2226 -2.2300 0.0006
H -3.5765 -3.4319 -5.4368 -0.0003
H -3.6778 -4.6546 -4.2400 0.0000
```

(3)
# C49H68N3O5P2S4Si3Ti

A structure of composition C49H68N3O5P2S4Si3Ti (ωB97M-V/def2-TZVPD, the Open Molecules 2025 dataset).

Values from the calculation:
Kohn-Sham gap = 5.2730 eV
net charge = -2
<S²> = 0.75
spin multiplicity = 2

```
135
Properties=species:S:1:pos:R:3:mulliken_spin:R:1
Ti 0.3841 -0.4263 0.1637 0.9982
S 2.4080 2.2699 2.3578 -0.0005
P 0.4866 1.9791 2.6785 0.0206
C -0.3640 0.8251 1.7207 0.0186
P -1.8546 0.0616 1.9556 -0.0506
S -1.9828 -1.4698 0.6404 -0.0060
C -3.2672 1.2177 1.6814 -0.0020
C -3.8567 1.3592 0.4318 -0.0025
C -4.8506 2.3088 0.2229 0.0007
C -5.2834 3.1079 1.2719 -0.0006
C -4.7174 2.9549 2.5315 0.0001
C -3.7142 2.0183 2.7296 0.0000
C -2.4454 -0.7262 3.5197 0.0040
C -1.6380 -1.0542 4.5941 -0.0004
C -2.1678 -1.7075 5.7046 0.0002
C -3.5094 -2.0419 5.7454 -0.0001
C -4.3253 -1.7340 4.6603 -0.0005
C -3.7968 -1.0840 3.5591 0.0065
C -0.3182 3.6367 2.6240 -0.0052
C -1.3347 3.9399 1.7327 0.0009
C -1.9345 5.2000 1.7492 -0.0002
C -1.4993 6.1721 2.6343 0.0000
C -0.4488 5.8884 3.5040 -0.0001
C 0.1324 4.6328 3.4953 -0.0003
C 0.2860 1.5889 4.4636 0.0008
C 1.2518 0.7751 5.0572 0.0011
C 1.1347 0.4096 6.3890 0.0000
C 0.0608 0.8598 7.1506 -0.0002
C -0.8974 1.6766 6.5710 -0.0003
C -0.7829 2.0368 5.2321 -0.0004
H -3.5215 0.7236 -0.3777 0.0015
H -5.2917 2.4187 -0.7621 0.0001
H -6.0614 3.8457 1.1110 0.0000
H -5.0438 3.5763 3.3571 0.0001
H -3.2783 1.9100 3.7172 0.0007
H -0.5811 -0.8452 4.5581 0.0029
H -1.5103 -1.9538 6.5295 0.0000
H -3.9217 -2.5481 6.6110 0.0000
H -5.3747 -2.0058 4.6687 0.0000
H -4.4361 -0.8645 2.7121 -0.0003
H -1.6578 3.1887 1.0232 0.0028
H -2.7605 5.4007 1.0774 -0.0001
H -1.9737 7.1477 2.6506 0.0000
H -0.0863 6.6472 4.1880 0.0000
H 0.9560 4.4106 4.1642 0.0001
H 2.0897 0.4241 4.4681 -0.0005
H 1.8859 -0.2355 6.8300 0.0000
H -0.0274 0.5721 8.1925 0.0000
H -1.7400 2.0314 7.1536 0.0000
H -1.5340 2.6824 4.7920 0.0001
C -1.6783 -0.7706 -2.3829 0.0073
O -0.2868 -0.8255 -2.0468 -0.0264
Si 0.7203 -1.1201 -3.4741 0.0144
C 0.5198 0.4850 -4.4493 -0.0011
C -0.3212 -2.3671 -4.4778 -0.0002
C 2.3602 -1.6725 -3.1314 0.0011
Si 2.4541 -3.3747 -2.5348 0.0054
C 0.9732 -3.8702 -1.4595 -0.0211
C 2.5030 -4.6962 -3.9089 0.0002
C 3.9517 -3.8054 -1.4574 -0.0006
Si 3.7347 -0.7765 -3.8892 0.0001
C 3.8647 -1.1102 -5.7682 0.0000
C 5.4565 -1.2620 -3.2689 0.0000
C 3.7302 1.1034 -3.7491 -0.0008
H -2.1439 -1.7497 -2.2581 -0.0009
H -1.8040 -0.4447 -3.4177 0.0011
H -2.1747 -0.0560 -1.7390 -0.0128
H -0.4877 0.5400 -4.8774 0.0001
H 1.2314 0.5302 -5.2780 -0.0001
H 0.6690 1.3596 -3.8131 -0.0001
H -1.2503 -1.9500 -4.8780 0.0000
H -0.5684 -3.2868 -3.9411 0.0000
H 0.3104 -2.6491 -5.3273 0.0000
H 1.1476 -4.8572 -1.0181 -0.0001
H 0.0391 -3.9193 -2.0267 -0.0007
H 0.8274 -3.1631 -0.6359 0.0211
H 1.6555 -4.6003 -4.5944 0.0000
H 2.4880 -5.7050 -3.4764 0.0000
H 3.4215 -4.5939 -4.4992 0.0000
H 3.7182 -3.6304 -0.4062 0.0007
H 4.8423 -3.2255 -1.7005 -0.0001
H 4.1904 -4.8707 -1.5644 0.0000
H 4.1137 -2.1623 -5.9492 0.0000
H 4.6341 -0.4871 -6.2414 0.0000
H 2.9099 -0.9140 -6.2692 0.0000
H 5.6912 -2.3151 -3.4515 0.0000
H 5.5672 -1.0507 -2.2013 0.0000
H 6.1943 -0.6583 -3.8102 0.0000
H 2.9405 1.5772 -4.3371 0.0000
H 4.6908 1.4756 -4.1266 -0.0001
H 3.6286 1.4215 -2.7089 0.0005
C 2.8126 -8.0371 1.1011 0.0000
C 2.5547 -6.6046 1.4875 0.0003
C 1.2539 -6.1165 1.5711 -0.0005
C 1.0079 -4.7872 1.8759 -0.0035
C 2.0741 -3.9292 2.1049 0.0046
C 3.3748 -4.4000 2.0440 0.0014
C 3.6083 -5.7313 1.7319 -0.0004
S 1.7401 -2.2208 2.4816 0.0453
O 2.7760 -1.8290 3.4147 -0.0034
O 0.3735 -2.2104 2.9381 -0.0027
N 1.8658 -1.4228 1.1045 -0.0447
C 3.1916 -0.8456 0.7958 0.0092
C 3.0642 0.3348 -0.1583 0.0178
O 4.0639 0.9211 -0.5205 0.0002
O 1.8413 0.6330 -0.5264 -0.0112
H 2.7270 -8.1658 0.0189 0.0000
H 2.0941 -8.7118 1.5708 0.0000
H 3.8160 -8.3515 1.3923 0.0000
H 0.4185 -6.7830 1.3824 0.0000
H -0.0004 -4.3960 1.9272 0.0026
H 4.2005 -3.7269 2.2399 0.0002
H 4.6287 -6.0928 1.6658 0.0000
H 3.8455 -1.5747 0.3086 -0.0005
H 3.6734 -0.4816 1.6994 -0.0010
C -3.5104 2.3350 -5.0778 0.0000
C -3.5771 2.3862 -3.5607 0.0000
N -3.1054 3.6569 -3.0415 0.0000
C -2.0299 3.7901 -2.2263 0.0013
S -1.0522 2.5432 -1.7322 0.0081
N -1.7665 5.0579 -1.8109 0.0001
C -2.3710 6.2772 -2.2928 0.0000
C -1.8834 6.7039 -3.6736 0.0000
H -3.9000 1.3830 -5.4444 0.0000
H -2.4756 2.4300 -5.4104 0.0000
H -4.0976 3.1366 -5.5358 0.0000
H -2.9351 1.6224 -3.1261 0.0002
H -4.5950 2.2004 -3.2033 0.0000
H -3.6514 4.4731 -3.2575 0.0000
H -0.9340 5.1175 -1.2455 0.0000
H -2.1439 7.0502 -1.5571 0.0000
H -3.4633 6.1843 -2.2788 0.0000
H -0.8060 6.8712 -3.6581 0.0000
H -2.3735 7.6271 -3.9924 0.0000
H -2.0845 5.9305 -4.4169 0.0000
```

Number 1: M 831.33 g mol⁻¹, E -88531.2460 eV. Number 2: M 923.95 g mol⁻¹, E -111098.2085 eV. Number 3: M 1101.44 g mol⁻¹, E -175301.3393 eV.